1.
Computed, not measured: a molecular structure, C25H35N2Os at a distorted geometry, with wB97M-V/def2-TZVPD.

Output
Total energy: -1173.35395 Eh
Orbital gap (spin up / spin down): 7.2 / 6.7 eV
Spin multiplicity: 5
HOMO (spin up / spin down): -9.1114 / -10.8455 eV
Charge: +1

Geometry as XYZ:
```
63
Properties=species:S:1:pos:R:3:forces:R:3:lowdin_spin:R:1
Os -0.41065 -0.48292 -0.00608 -1.55 5.84 0.31 1.838
N 0.88923 1.60863 3.48203 -0.46 -0.48 -0.34 0.014
N -0.08737 0.59496 1.79369 -0.32 -0.13 0.13 0.066
C 3.70944 3.23711 -2.38017 0.87 0.28 -0.96 0.100
C 2.92720 -0.28105 -0.53295 -0.33 0.45 -0.23 0.047
C -3.02502 0.62363 0.08392 0.06 -0.53 -0.97 0.012
C -0.23846 0.98994 3.97505 -0.63 -0.28 0.04 0.003
C -0.00685 -2.52573 0.19074 0.87 -1.93 0.77 0.063
C 1.81191 2.38339 4.29270 0.34 0.26 0.19 0.001
C -3.51707 2.61687 -1.22455 -0.53 1.01 -0.43 0.035
C 2.10591 3.49191 -4.17884 0.40 0.21 -0.17 -0.019
C 1.17861 -1.82662 0.59493 0.82 -1.86 -0.32 0.070
C -0.86187 0.36212 2.92798 1.14 0.72 0.38 0.015
C 1.04470 3.08136 -3.35918 0.44 -0.19 1.15 0.044
C -3.07942 0.41521 -2.41177 0.73 -0.27 -0.56 0.049
C -2.44985 -0.72520 0.24917 -1.57 -0.12 0.64 0.136
C 0.76428 -1.28681 -1.61759 0.81 -0.08 -1.11 0.064
C 1.92574 -2.06509 1.87708 -0.31 0.31 -0.01 0.011
C 2.67598 2.69774 -1.70751 -3.46 -0.07 1.78 0.680
C -3.42691 1.13971 -1.13355 1.62 -0.65 0.93 0.230
C -0.79000 -3.46922 1.05988 0.28 0.02 -0.12 0.010
C -0.24803 -2.20978 -1.19539 -0.03 -1.02 -0.15 0.046
C 1.03764 -0.86561 -3.03731 -0.08 0.05 0.22 0.017
C -1.25643 -2.89612 -2.07688 0.03 0.16 0.15 0.009
C 1.62941 -1.02956 -0.50764 1.08 -1.30 -0.09 0.104
C 0.95253 1.34034 2.15706 0.11 0.26 0.20 0.041
C 3.41681 3.63435 -3.71277 -0.08 -0.49 0.60 0.042
C 1.26007 2.66128 -1.98098 1.90 1.19 -3.70 0.092
H -1.83567 -3.50528 0.74357 0.12 -0.07 0.10 0.001
H 1.91374 3.72500 -5.22753 -0.08 0.06 0.34 -0.001
H -2.47014 -1.02058 1.30639 -0.42 -0.39 -0.35 0.019
H 1.28630 3.21321 4.77277 0.06 -0.09 -0.20 0.000
H 0.30152 2.39047 -1.53027 1.03 -0.31 0.96 0.022
H 2.62803 -1.24892 2.06895 -0.08 -0.15 0.10 0.000
H 1.23368 -2.15416 2.72093 0.18 0.03 -0.03 0.001
H 2.24487 1.76023 5.08101 -0.06 0.01 -0.24 0.001
H -2.99976 1.16209 -3.23387 -0.20 -0.68 0.44 0.001
H -0.93493 -3.92506 -2.29198 -0.02 0.29 0.05 0.001
H 2.49999 -3.00162 1.80676 -0.18 0.28 -0.03 0.003
H 3.76170 -0.96838 -0.71059 -0.13 0.05 0.01 0.008
H 1.69852 -1.59415 -3.53255 -0.19 0.16 0.18 0.004
H 0.03571 3.11712 -3.79921 0.43 -0.19 0.44 0.008
H -4.51509 3.08115 -1.10618 0.33 -0.38 -0.08 0.011
H -0.74621 -3.12665 2.10128 -0.10 -0.15 -0.19 0.001
H 1.75256 1.71840 1.49839 -0.67 -0.32 0.45 0.006
H -1.77204 -0.22068 2.92645 0.25 0.14 -0.05 0.001
H 2.92248 0.50054 -1.30881 0.11 -0.48 0.32 0.015
H 4.73970 3.32912 -1.94600 -1.13 -0.18 -0.51 0.018
H -0.36993 -4.48148 1.01661 -0.15 0.12 0.01 0.003
H -3.73129 -0.41606 -2.76325 0.26 0.54 0.49 0.008
H -2.02964 -0.01173 -2.27904 -1.08 0.31 -0.21 0.027
H 0.10684 -0.80423 -3.60690 0.17 0.07 0.00 0.001
H -2.23006 -2.94781 -1.58163 0.10 -0.07 -0.20 0.001
H 3.09637 0.21808 0.42288 0.14 -0.05 -0.04 0.005
H -3.09384 1.24648 0.97867 0.12 -0.01 -0.28 -0.004
H -0.53432 1.03325 5.02542 0.28 0.09 -0.51 0.000
H 2.61504 2.77701 3.66387 -0.20 -0.08 0.11 0.000
H -2.85868 3.03519 -0.46357 -0.14 0.29 -0.04 0.006
H -3.13638 2.91277 -2.21578 -0.20 0.19 0.43 0.003
H -1.36406 -2.35692 -3.02161 -0.08 -0.15 0.13 0.000
H 1.52573 0.11057 -3.05006 -0.08 -0.08 -0.14 0.001
H 4.23679 3.98946 -4.34078 -0.43 -0.02 0.05 0.006
H -2.89339 -1.47308 -0.39852 -0.10 -0.11 0.14 0.003
```
Positions in Å, forces in eV/Å.


2.
Computed, not measured: a molecular structure, C25H35N3Pd at a distorted geometry, with wB97M-V/def2-TZVPD.

Output
Total energy: -1265.54768 Eh
Orbital gap (spin up / spin down): 4.8 / 5.3 eV
Spin multiplicity: 3
HOMO (spin up / spin down): -4.7394 / -6.2288 eV
Charge: 0

Geometry as XYZ:
```
64
Properties=species:S:1:pos:R:3:forces:R:3:lowdin_spin:R:1
Pd 0.36317 -1.23410 -0.74916 -3.78 3.71 0.75 0.470
N -1.29883 -0.35152 -1.85120 -0.20 0.54 -0.51 0.080
N 0.54788 1.04803 -0.54001 -0.17 0.15 0.17 0.038
N 1.86030 -0.46343 2.21615 -0.17 -0.58 -0.06 0.463
C -0.68766 -1.88063 5.17790 0.21 -0.20 -0.25 0.172
C -2.21696 -1.14915 -2.42744 -0.81 1.07 0.16 0.024
C 1.53181 3.08143 0.28724 -0.07 -0.72 0.03 0.014
C -0.95902 -2.15220 3.82878 -0.05 0.43 0.29 -0.007
C 1.05523 -0.34982 4.53704 0.19 -0.24 0.53 0.129
C -0.43134 1.76468 -1.13332 0.75 0.67 0.35 0.024
C 0.27967 -0.93762 5.53185 0.17 0.41 -0.34 -0.003
C -0.24883 -1.46952 2.85256 0.24 -0.13 -0.66 0.144
C 3.44770 1.13371 3.27988 0.22 0.20 0.19 0.019
C -2.64047 1.57335 -2.34250 0.19 -0.18 0.13 0.000
C 0.49535 -0.57878 6.97420 0.06 0.10 0.34 -0.007
C 0.93289 -0.71149 3.15788 0.09 0.24 1.03 0.018
C -3.62322 0.75522 -2.88975 0.13 -0.10 0.09 0.028
C -1.47307 0.99652 -1.81157 -0.96 -0.87 -0.35 0.038
C 3.83485 -1.37907 3.36764 0.01 -0.37 0.21 0.021
C 1.92808 -2.46537 -0.25597 1.92 -1.48 0.38 0.044
C -0.45342 3.17351 -1.04126 0.21 -0.55 0.10 0.006
C -3.42549 -0.63332 -2.91929 0.89 -0.21 0.26 0.009
C 0.54332 3.83678 -0.33675 -0.18 -0.11 -0.28 0.015
C -2.02029 -3.17473 3.51265 -0.22 -0.08 -0.19 -0.006
C -0.91994 -2.76016 -0.08383 -0.07 -0.48 0.22 0.116
C 4.11610 -0.15708 1.23532 0.10 0.10 -0.48 -0.001
C 1.44037 -2.72426 -1.72605 2.12 -1.28 -1.69 0.009
C 3.28880 -0.21667 2.54075 -0.52 0.37 0.15 0.031
C 1.46916 1.68904 0.18880 -0.13 0.77 -0.10 0.017
H -3.02417 -2.83571 3.80592 0.25 0.01 -0.07 -0.003
H -1.99658 -2.21654 -2.43701 -0.06 0.32 0.01 0.002
H -2.04231 -3.42616 2.44826 0.02 0.08 0.18 0.003
H 2.53246 1.72792 3.22300 0.08 -0.03 0.04 0.000
H 4.88094 -0.93960 1.20854 -0.12 0.06 0.05 0.000
H -1.82193 -4.09498 4.07727 -0.02 0.15 -0.13 -0.002
H -1.85985 -2.33352 0.28312 0.03 -0.27 0.01 0.016
H 2.33774 3.52729 0.85975 -0.16 0.06 -0.02 0.001
H 0.85125 -1.44218 7.55123 -0.05 0.13 -0.13 -0.002
H 0.55025 4.92304 -0.27248 -0.05 -0.21 -0.03 0.001
H 4.63550 0.80445 1.15041 -0.06 -0.25 -0.10 0.000
H 2.94965 -2.08115 -0.29507 -0.05 -0.39 0.13 0.008
H 1.43177 -1.78019 0.51763 0.35 -0.22 0.28 0.014
H 2.13781 1.05696 0.76284 -0.15 0.26 -0.46 0.003
H -0.43082 -0.23557 7.45345 0.16 -0.06 -0.14 -0.002
H -1.09702 -3.45578 -0.91376 -0.11 0.04 0.19 0.011
H -4.54079 1.18308 -3.29024 0.20 -0.05 0.14 0.002
H -0.52274 -1.56566 1.80462 0.26 -0.16 0.23 0.007
H -1.26033 3.70448 -1.52092 0.09 0.23 0.03 0.000
H 1.89793 -3.43409 0.26390 0.16 0.28 -0.09 0.003
H 1.24147 0.21682 7.06949 -0.12 -0.13 0.02 0.000
H 2.34681 -2.64288 -2.34587 -0.10 -0.47 0.10 -0.001
H -1.23209 -2.42703 5.95071 0.09 0.19 -0.13 0.010
H 3.71292 0.97620 4.32734 -0.11 0.12 0.00 0.000
H 3.29375 -1.49202 4.31360 0.13 0.00 -0.17 0.002
H 3.72587 -2.31048 2.78745 0.09 0.26 0.25 0.000
H 1.01937 -3.72204 -1.84040 0.02 0.08 0.04 0.000
H 4.25061 1.72658 2.83418 -0.08 -0.06 0.14 0.002
H -2.75523 2.65607 -2.28562 -0.19 -0.39 -0.15 0.000
H -0.35968 -3.27561 0.71306 -0.53 -0.08 -0.20 0.008
H 3.50935 -0.27783 0.33341 0.05 0.01 0.26 0.000
H 1.80111 0.38990 4.82488 -0.20 -0.37 0.03 0.006
H -4.16670 -1.33147 -3.29754 0.06 0.27 -0.10 0.001
H 4.90043 -1.21855 3.58921 -0.27 -0.05 -0.11 0.001
H 0.77489 -2.01284 -2.30373 0.21 -0.50 -0.57 0.004
```
Positions in Å, forces in eV/Å.


3.
Computed, not measured: a molecular structure, C25H35N4OPSV, with wB97M-V/def2-TZVPD.

Output
Total energy: -2950.99799 Eh
Orbital gap (spin up / spin down): 8.9 / 8.8 eV
Spin multiplicity: 4
HOMO (spin up / spin down): -14.3110 / -14.3439 eV
Charge: +2

Geometry as XYZ:
```
68
Properties=species:S:1:pos:R:3:forces:R:3:lowdin_spin:R:1
V -0.13563 0.72476 0.92185 -0.10 -0.42 0.26 2.829
S 1.06054 -1.86337 2.30278 0.13 -0.19 0.35 0.010
P -2.10792 1.46342 -0.35976 -0.04 0.00 0.02 0.027
O 0.52448 -1.25895 0.98946 -0.11 0.93 -0.25 0.028
N -1.97410 3.11693 0.04598 -0.01 0.08 -0.16 0.010
N -1.91496 -0.50617 2.98705 -0.03 -0.19 -0.10 0.008
N 0.21183 2.87019 0.84660 -0.15 -0.29 -0.16 0.015
N -1.30958 0.77498 2.76917 0.23 0.22 -0.20 0.013
C 2.18855 -4.13352 1.43257 -0.01 0.01 0.04 0.000
C -2.68549 -0.63516 4.25273 0.02 0.00 0.06 0.001
C -6.28978 0.19983 1.03632 0.01 0.06 0.02 -0.001
C -3.31711 1.69470 -2.86202 -0.01 -0.01 0.01 -0.001
C -3.31059 1.63780 -4.24464 -0.01 0.00 -0.02 0.000
C -3.75626 1.02341 0.23634 0.06 0.02 -0.03 0.002
C -4.62951 1.93212 0.83044 0.04 0.00 0.00 -0.001
C -5.41565 -0.71227 0.45821 0.03 -0.03 -0.03 0.000
C -1.70425 -0.64123 5.42050 -0.02 0.00 -0.03 0.000
C 2.86932 -1.88197 2.07923 -0.01 -0.18 -0.06 0.001
C -1.03235 0.90903 -2.82996 0.00 0.02 -0.02 0.003
C -2.16950 1.21794 -4.91923 0.00 0.00 0.02 0.000
C 1.68120 4.75241 1.06081 0.01 -0.03 0.04 -0.001
C -2.17086 1.33762 -2.14935 -0.04 -0.02 0.05 0.000
C -0.54985 5.05661 0.24445 0.08 0.05 0.03 -0.002
C 0.90250 -3.65070 2.09508 0.01 -0.02 0.01 0.003
C -3.38166 -1.98758 4.14021 0.02 0.04 -0.01 0.000
C -3.72191 0.47422 4.41969 0.00 0.00 0.04 0.000
C -0.75046 3.68053 0.37701 0.05 0.13 0.05 0.012
C 1.40589 3.41530 1.17381 0.00 0.03 0.00 0.014
C -4.15603 -0.30196 0.05212 -0.02 -0.05 -0.01 0.000
C -1.03177 0.85073 -4.21503 0.02 -0.01 0.00 0.000
C 3.30637 -3.34722 2.11193 0.01 0.00 -0.01 0.000
C -5.89733 1.51858 1.21784 -0.03 -0.04 0.05 0.000
C 0.67089 5.59231 0.58889 -0.09 -0.10 -0.02 0.010
H -4.19732 1.91210 -4.79972 0.00 0.00 0.00 0.000
H -6.57869 2.23154 1.66256 0.00 -0.01 0.00 0.000
H -5.72131 -1.73890 0.30646 -0.01 0.00 0.00 0.000
H 3.01212 -1.44982 1.08704 0.00 0.02 0.01 0.000
H -1.99860 1.53379 2.77638 -0.03 -0.06 0.06 0.004
H -2.23947 -0.80135 6.35584 0.00 -0.01 0.00 0.000
H -0.70482 0.95289 3.57017 -0.01 -0.05 -0.01 0.004
H -2.55197 -0.65634 2.20691 0.03 0.04 0.02 0.002
H 0.78483 -4.05226 3.10394 0.02 -0.01 0.00 0.000
H 3.43198 -3.68542 3.14203 0.01 0.02 0.00 0.000
H 2.15885 2.72426 1.53569 0.00 0.01 0.00 0.003
H 2.65400 5.13508 1.33011 0.00 -0.01 0.01 0.000
H 4.26562 -3.46248 1.60950 0.00 -0.01 0.00 0.000
H -3.91887 -2.21234 5.06036 -0.01 0.00 0.00 0.000
H -4.21648 1.99919 -2.33853 0.01 0.00 0.00 0.000
H -0.97012 -1.43884 5.30224 0.01 0.00 0.01 0.000
H -4.33860 2.96226 0.99357 0.02 -0.02 -0.01 0.000
H -7.27856 -0.11755 1.33888 0.00 0.01 0.00 0.000
H -1.17828 0.31180 5.52722 0.00 0.00 0.01 0.000
H -3.49294 -1.01235 -0.43233 0.01 0.00 0.00 0.000
H 2.30418 -5.20826 1.56276 0.00 0.00 -0.01 0.000
H 3.33866 -1.24881 2.82915 -0.03 -0.01 0.03 0.000
H -2.61486 3.76398 -0.39771 0.02 0.01 0.04 0.001
H -2.65550 -2.78165 3.96322 0.00 -0.01 0.00 0.000
H -4.36421 0.54140 3.53959 -0.04 0.02 -0.05 0.000
H 2.16520 -3.92610 0.36156 -0.01 0.01 0.00 0.000
H -1.34726 5.68202 -0.13330 0.00 0.00 0.00 0.000
H -2.17381 1.16979 -5.99976 0.01 0.00 0.00 0.000
H -0.01921 -3.82078 1.54081 0.00 0.02 -0.01 0.000
H -0.14909 0.51398 -4.74126 -0.01 0.00 -0.01 0.000
H -4.35701 0.25694 5.27855 0.00 0.02 -0.01 0.000
H 0.84486 6.65464 0.48524 0.00 0.01 0.00 0.001
H -0.14274 0.60920 -2.28468 0.00 0.00 0.01 0.002
H -4.10640 -1.98377 3.32188 0.00 -0.02 0.00 0.000
H -3.26981 1.45146 4.60902 0.01 -0.01 -0.02 0.000
```
Positions in Å, forces in eV/Å.


4.
Computed, not measured: a molecular structure, C25H35N5O4 at a distorted geometry, with wB97M-V/def2-TZVPD.

Output
Total energy: -1547.61465 Eh
Orbital gap: 7.3 eV
Spin multiplicity: 1
HOMO: -7.7877 eV
Charge: 0

Geometry as XYZ:
```
69
Properties=species:S:1:pos:R:3:forces:R:3:lowdin_charge:R:1
O -1.69963 -3.12956 0.31400 0.11 1.81 1.66 -0.059
O 0.43585 0.62077 1.94565 10.74 3.65 7.02 0.177
O 1.95045 -2.91454 -0.07992 2.32 -6.60 -5.76 0.183
O -4.96562 3.38905 -0.45417 2.83 8.95 2.91 -0.018
N -2.59396 -1.27555 -0.12677 4.23 11.52 3.67 0.033
N -3.50062 1.05320 -0.07898 -0.27 2.80 -2.06 0.191
N 2.37891 -0.92471 0.59870 0.24 12.31 7.67 0.103
N -1.77682 2.22603 0.69831 3.67 -2.90 1.00 0.073
N -0.51447 -1.45416 1.01912 2.68 9.17 4.35 0.091
C -1.60214 -1.82255 0.56174 -3.01 -12.86 -4.46 -0.491
C -0.46324 0.28659 1.41794 -2.08 -9.84 -3.05 -0.384
C 0.88215 2.90781 -0.67059 0.96 -5.75 2.12 -0.121
C -2.59050 0.15844 0.23238 1.84 -0.67 -0.61 -0.107
C -2.91268 2.35941 0.00973 0.52 -3.02 5.42 -0.152
C 4.73910 -0.41990 0.50983 1.85 5.32 -0.76 -0.094
C 0.48018 -2.17375 1.69693 1.82 -1.86 -4.42 0.007
C -0.67693 3.16046 1.26656 -3.46 -0.42 1.91 -0.100
C 3.39924 -0.43742 0.03124 9.37 1.29 -8.56 -0.171
C -4.75361 -1.76643 0.43596 -5.22 -2.34 2.42 -0.186
C 4.40624 0.02164 -2.08065 4.86 2.43 -12.06 -0.157
C -6.05502 -2.39629 -0.15196 -2.22 -0.17 3.10 -0.272
C 3.35776 -0.30123 -1.45166 -5.29 -2.17 8.05 -0.195
C 0.12599 3.70253 0.18842 -2.82 8.36 -1.75 -0.350
C 5.67129 0.42779 -1.88347 -0.92 -2.55 11.50 0.019
C 1.70151 0.07053 -3.41278 8.63 -2.91 2.50 -0.019
C -3.52954 3.72571 0.03849 -3.92 -8.07 -7.91 -0.012
C 5.88557 0.18814 -0.27666 -8.63 -2.11 -5.85 0.103
C -1.42962 0.79916 0.82451 -10.72 4.98 -5.71 -0.075
C -3.74357 -1.73173 -0.59853 -1.37 -4.05 -1.34 -0.244
C -6.03409 -3.81644 -0.57720 0.18 -0.66 2.66 -0.135
C 4.84016 -0.21564 1.97887 1.21 -9.17 0.26 -0.265
C 2.02639 -0.67553 -1.87346 2.84 -1.25 -10.16 -0.106
C 6.10959 -0.23117 2.72732 3.71 3.15 -4.84 -0.116
C 1.83496 -1.96297 0.51645 -10.07 -7.81 6.60 -0.557
H -5.70280 -4.57053 0.17756 -0.06 0.81 -0.42 0.109
H -4.07538 -1.05187 -1.29001 -0.65 1.44 -2.43 0.109
H 0.90478 -1.98775 2.61983 -0.18 1.64 2.29 0.083
H 2.35646 -0.55892 -4.22942 -0.87 2.33 1.99 0.119
H 0.13548 -3.21814 1.66913 0.67 0.21 -0.24 0.122
H 4.46061 -1.33164 2.29506 0.23 1.65 -0.38 0.167
H -3.43319 -2.74238 -1.05187 -1.29 1.22 0.63 0.183
H 6.56331 0.76083 -2.20163 2.19 1.07 -2.72 0.047
H 1.88715 -1.73601 -2.20232 0.70 0.55 0.71 0.139
H -3.42684 4.43068 0.68120 -0.05 3.61 5.37 0.063
H -0.04779 2.68007 2.11566 -1.30 0.24 -1.88 0.161
H 6.90323 -0.79641 2.14054 -1.14 -0.34 1.07 0.098
H 1.19631 -0.48221 -1.43328 -4.67 1.80 4.04 0.029
H 4.09986 0.22378 2.44290 -3.70 3.43 1.87 0.052
H 6.17688 -0.40140 3.76112 -0.27 0.04 1.15 0.057
H 1.88841 1.08232 -3.23358 0.12 1.55 -0.68 0.033
H 1.52910 3.34841 -1.34065 1.41 1.01 -1.13 0.072
H 6.71678 0.33209 0.19465 5.01 0.98 2.61 -0.004
H -0.48283 4.39953 -0.66464 0.36 -1.27 2.71 0.174
H -5.14573 2.56878 -0.69424 -0.11 -6.27 -1.34 -0.033
H 0.69949 4.53154 0.69104 0.04 -0.80 -0.52 0.140
H -1.33891 3.88638 1.82776 1.20 -0.06 -0.79 0.141
H 4.41896 0.06269 -3.49802 -1.12 -0.28 3.93 0.200
H -6.99939 -4.06375 -0.85576 -2.25 -0.72 -0.26 0.049
H 1.34689 2.34519 0.19435 1.27 -0.49 -1.71 0.107
H 0.86416 -0.27238 -3.65964 -7.68 -1.75 -1.77 -0.050
H -4.52341 -2.53115 1.18106 0.63 0.29 0.33 0.118
H -2.95657 4.06703 -0.77322 0.13 1.52 -1.91 0.102
H -6.96373 -2.46207 0.65447 2.28 0.94 -1.31 0.152
H 6.52973 0.78772 2.32098 -0.09 -0.88 2.04 0.104
H 2.05046 -0.21785 1.35856 0.04 -2.07 -1.22 0.201
H -5.25278 -0.91127 1.02059 2.02 -0.29 -1.24 0.144
H -6.47806 -1.80370 -0.92851 -0.19 0.70 -0.84 0.089
H -5.54376 -3.95295 -1.43763 2.57 -0.68 -3.19 0.025
H 0.25984 2.13763 -1.14741 0.14 0.28 -0.28 0.098
```
Positions in Å, forces in eV/Å.